(1)
C26H39Br36N2O4S4 | ωB97M-V/def2-TZVPD

The geometry in ORCA input format:
```
! RIJCOSX wB97M-V def2-TZVPD def2/J DEFGRID3
* xyz -1 1
C -0.94 -0.41 1.48
C -1.53 -1.74 1.11
S -2.47 -2.06 -0.52
O -3.87 -2.72 -0.29
O -2.79 -0.61 -1.08
N -1.49 -2.83 -1.74
S -1.38 -4.56 -1.51
O -2.05 -5.21 -2.78
O -1.96 -5.09 -0.18
C 0.44 -5.15 -1.55
C 0.93 -5.76 -0.10
C 1.31 -4.49 0.92
C 1.73 -5.04 2.44
N 0.62 -4.90 3.46
C 0.37 -6.17 4.23
C -1.06 -6.90 3.81
C -2.39 -6.10 4.36
C -3.11 -5.22 3.16
C 0.76 -3.68 4.34
S -0.68 -2.78 4.64
S 2.32 -3.07 5.18
C 3.43 -2.12 4.00
C 3.68 -0.55 4.39
C 4.27 0.18 3.01
H 0.13 -0.09 1.06
H -1.45 0.37 2.21
H -1.39 -2.65 1.84
H 1.09 -4.18 -1.75
H 0.62 -5.92 -2.41
H 1.91 -6.41 -0.33
H 0.17 -6.51 0.39
H 0.36 -3.81 0.95
H 2.18 -3.86 0.44
H 2.73 -4.51 2.71
H 1.97 -6.19 2.29
H 1.24 -6.95 4.21
H 0.23 -5.85 5.37
H -1.11 -6.97 2.64
H -1.02 -7.99 4.27
H -3.15 -6.93 4.73
H -2.17 -5.41 5.28
H -3.68 -5.91 2.40
H -2.29 -4.54 2.64
H -3.92 -4.54 3.69
H 4.50 -2.65 4.05
H 2.97 -2.21 2.90
H 2.72 0.04 4.72
H 4.52 -0.42 5.23
H 3.41 0.56 2.31
H 4.82 -0.69 2.42
H 5.10 0.98 3.24
C 4.36 1.40 -1.02
Br 2.57 0.92 -0.43
Br 4.34 2.21 -2.79
Br 5.28 2.52 0.27
H 4.93 0.47 -1.10
C -3.17 -5.59 -6.45
Br -2.01 -4.75 -7.76
Br -5.05 -5.37 -6.90
Br -2.70 -7.45 -6.16
H -3.01 -5.07 -5.50
C -4.01 -10.46 3.68
Br -4.55 -10.29 5.54
Br -4.68 -8.99 2.59
Br -2.09 -10.68 3.49
H -4.48 -11.38 3.29
C 5.74 5.88 -3.04
Br 5.21 6.05 -1.18
Br 5.08 7.35 -4.13
Br 7.67 5.66 -3.23
H 5.28 4.97 -3.43
C 1.93 8.98 -2.65
Br 0.53 10.24 -3.14
Br 2.79 9.47 -0.98
Br 1.27 7.14 -2.61
H 2.69 9.02 -3.43
C 2.78 13.76 -1.65
Br 2.24 13.93 0.21
Br 2.11 15.23 -2.74
Br 4.70 13.54 -1.84
H 2.31 12.84 -2.04
C -3.78 2.73 -2.46
Br -5.57 2.25 -1.86
Br -3.80 3.54 -4.23
Br -2.86 3.85 -1.16
H -3.21 1.80 -2.54
C 2.40 8.44 -7.32
Br 0.61 7.96 -6.73
Br 2.38 9.24 -9.09
Br 3.32 9.56 -6.02
H 2.97 7.51 -7.40
C 2.12 4.40 -5.79
Br 1.77 2.79 -4.76
Br 4.02 4.81 -5.87
Br 1.33 4.31 -7.57
H 1.64 5.23 -5.27
C -1.32 16.26 -0.69
Br -2.83 17.37 -1.22
Br -1.07 16.25 1.24
Br -1.46 14.46 -1.41
H -0.42 16.71 -1.12
C -4.32 -14.20 4.72
Br -3.93 -15.60 3.43
Br -6.17 -13.63 4.64
Br -3.80 -14.71 6.53
H -3.70 -13.33 4.45
C -5.35 6.04 0.83
Br -6.85 5.49 1.95
Br -5.95 7.01 -0.75
Br -4.02 7.03 1.83
H -4.87 5.12 0.47
*
```

Computed properties:
HOMO level ... -0.198 Eh
E_LUMO ... 0.5643 eV
Max |F| ... 5.47 eV/A



(2)
C27H72B3NO13P2 | ωB97M-V/def2-TZVPD

The geometry in ORCA input format:
```
! RIJCOSX wB97M-V def2-TZVPD def2/J DEFGRID3
* xyz 0 1
C -0.09 -1.75 -1.35
C 0.20 -1.08 0.11
C 0.59 0.53 0.06
O 0.56 1.03 1.44
B -0.64 1.84 1.72
O -0.42 3.11 2.49
B -1.11 2.82 3.79
P -0.02 2.72 5.36
N -0.87 2.41 6.70
O -2.57 2.61 3.71
B -2.80 1.57 2.66
P -4.13 0.16 2.93
O -3.30 -1.14 3.27
O -5.19 0.50 4.31
O -5.04 0.00 1.43
O -2.04 1.50 1.38
H 0.85 -2.34 -1.78
H -0.94 -2.57 -1.19
H -0.40 -0.99 -2.19
H 1.03 -1.71 0.68
H -0.77 -1.15 0.79
H 1.73 0.60 -0.30
H -0.13 1.16 -0.66
H 0.79 3.94 5.47
H 0.93 1.63 5.18
H -0.53 1.49 7.07
H -5.76 -0.34 4.41
H -4.30 -0.04 0.73
C -0.52 3.89 -4.85
C -1.07 2.47 -4.95
O -1.42 1.91 -3.69
C -2.43 2.60 -2.95
C -3.76 2.70 -3.68
H 0.36 3.92 -4.20
H -0.23 4.26 -5.84
H -1.26 4.58 -4.44
H -0.29 1.83 -5.38
H -1.92 2.43 -5.64
H -2.07 3.59 -2.65
H -2.58 2.03 -2.02
H -3.67 3.26 -4.62
H -4.50 3.20 -3.06
H -4.13 1.70 -3.94
C -1.13 6.81 4.14
C -1.85 6.22 5.35
O -1.08 6.28 6.55
C -0.71 7.59 6.99
C -1.90 8.49 7.27
H -0.17 6.30 3.98
H -1.75 6.69 3.24
H -0.92 7.87 4.27
H -2.04 5.16 5.16
H -2.82 6.68 5.49
H -0.03 8.05 6.27
H -0.14 7.46 7.92
H -2.50 8.67 6.38
H -1.56 9.46 7.64
H -2.55 8.04 8.03
C 4.84 -4.36 -4.13
C 4.13 -3.96 -2.84
O 2.72 -3.88 -2.98
C 2.04 -5.07 -3.37
C 2.24 -6.22 -2.40
H 4.61 -3.65 -4.93
H 5.93 -4.38 -3.98
H 4.54 -5.35 -4.47
H 4.48 -2.97 -2.54
H 4.40 -4.64 -2.02
H 2.34 -5.35 -4.38
H 0.98 -4.83 -3.41
H 3.29 -6.51 -2.31
H 1.67 -7.10 -2.72
H 1.90 -5.94 -1.39
C 3.38 4.58 -9.74
C 1.95 4.41 -9.25
O 1.70 5.03 -7.99
C 1.91 6.44 -7.92
C 1.03 7.23 -8.88
H 4.08 4.17 -9.00
H 3.52 4.06 -10.69
H 3.64 5.63 -9.89
H 1.74 3.35 -9.12
H 1.23 4.78 -9.99
H 2.97 6.67 -8.07
H 1.67 6.75 -6.89
H 1.23 6.97 -9.92
H 1.20 8.30 -8.76
H -0.03 7.02 -8.69
C 5.15 -10.02 -2.62
C 4.44 -9.63 -1.33
O 3.03 -9.54 -1.46
C 2.35 -10.73 -1.85
C 2.55 -11.88 -0.88
H 4.91 -9.31 -3.42
H 6.23 -10.04 -2.47
H 4.84 -11.01 -2.96
H 4.79 -8.63 -1.03
H 4.70 -10.30 -0.51
H 2.65 -11.02 -2.87
H 1.28 -10.49 -1.90
H 3.60 -12.18 -0.80
H 1.98 -12.76 -1.21
H 2.21 -11.60 0.12
C -3.12 -0.04 7.09
C -2.79 -1.52 7.03
O -2.26 -2.03 8.25
C -3.09 -1.92 9.40
C -4.41 -2.66 9.26
H -2.23 0.55 7.36
H -3.50 0.31 6.12
H -3.89 0.18 7.84
H -2.03 -1.68 6.26
H -3.66 -2.10 6.73
H -3.25 -0.87 9.66
H -2.53 -2.37 10.24
H -5.02 -2.25 8.45
H -5.00 -2.58 10.18
H -4.24 -3.72 9.05
*
```

Computed properties:
Structure (SMILES) ... CCCOB1OB([PH2]=N)OB(P(=O)(O)O)O1.CCOCC.CCOCC.CCOCC.CCOCC.CCOCC.CCOCC
HOMO level ... -0.304 Eh
E_LUMO ... -0.5658 eV
Max |F| ... 5.17 eV/A